Below is 7 unconnected molecules or ions with the total composition C21H54Br2N5O9, with properties calculated with ωB97M-V/def2-TZVPD.

ORCA input file:
```
! wB97M-V def2-TZVPD RIJCOSX def2/J DEFGRID3
* xyz 1 1
H -3.757 -2.209 -1.371
C 1.129 -2.581 1.849
H -2.261 -2.207 -0.490
H 1.779 2.489 3.940
C 0.298 0.892 -3.176
C 4.060 -1.922 -0.688
C 1.429 2.095 2.983
H 0.673 -1.769 -4.096
H 3.317 -2.712 -0.803
H 2.211 0.450 1.063
H -3.571 -0.399 -2.157
H 1.862 1.107 2.869
H 1.593 -3.558 1.898
C 0.429 2.092 0.273
N 1.812 2.463 0.573
C -3.940 -2.787 3.012
H -4.282 1.821 -1.624
H -0.629 3.567 -0.795
C -3.336 -2.037 -0.387
H -2.274 0.809 0.975
H 3.537 -1.114 -0.213
H -2.771 -0.701 1.886
C -3.840 -2.998 0.657
N 0.505 2.351 -3.328
H 1.045 0.453 -2.535
H -6.868 -0.488 -0.464
H -5.619 -1.411 -1.333
C -0.452 3.246 0.227
C 5.424 1.703 2.683
C 0.512 -2.617 -3.445
N -3.469 -0.597 -0.079
H -0.063 4.058 0.832
C 2.306 3.428 -0.377
H -4.788 0.760 0.639
H -0.695 0.803 -2.742
N -0.904 -3.000 -3.334
H 5.408 1.952 3.741
H -4.721 -2.019 2.945
Br 5.414 -2.482 0.607
H 2.874 3.398 2.042
H 0.352 1.964 3.100
H 2.318 2.973 -1.372
O 0.652 -3.103 4.044
O 0.539 2.819 -4.425
O 0.575 2.973 -2.330
O 0.562 -0.717 -0.979
H 1.724 4.338 -0.393
H 1.039 -3.441 -3.916
H 0.162 1.359 1.029
H 0.877 -2.425 -2.439
H 1.807 -1.807 1.520
H 0.445 1.506 -0.650
Br 5.763 -0.049 -2.063
H 4.658 0.616 0.552
H 5.925 0.731 2.614
C -3.268 1.580 -1.282
C -5.829 -0.502 -0.770
O 4.108 1.617 2.255
N 0.753 -2.232 3.241
O -1.699 -2.101 -3.181
H -2.642 2.081 -2.020
C -4.873 -0.287 0.357
H -1.535 -0.706 0.611
C -3.071 0.108 -1.338
C 2.656 1.241 0.482
H -2.014 -0.190 -1.416
H -4.988 -0.927 1.224
O -1.202 -4.142 -3.489
C 4.049 1.471 0.883
H -3.518 -3.980 0.287
H 3.353 3.638 -0.174
C 4.681 -1.659 -2.008
H 0.231 0.487 -4.175
H -5.717 0.308 -1.498
H 2.608 1.026 -0.582
H -3.146 2.053 -0.320
C -2.476 -0.250 0.948
O 0.656 -1.057 3.495
C 1.853 3.068 1.905
H -1.427 2.989 0.631
H 4.494 2.341 0.372
H 1.166 3.909 1.952
H 5.328 -2.487 -2.277
H 5.943 2.480 2.120
H -3.286 -2.612 3.856
H 3.943 -1.569 -2.797
H 0.258 -2.553 1.216
O -3.123 -2.842 1.868
H 0.345 -1.628 -0.819
H -4.454 -3.747 3.154
H -4.929 -2.988 0.739
*
```

Orbital gap: 8.7 eV
Total energy: -188597.5812 eV
Energy above the lowest of the compared OMol25 structures with the same formula, charge and spin: 9.7 kJ/mol
Lowest unoccupied orbital energy: -0.071 Eh

Atomic partial charges in e from the Mulliken method, atoms 1 to 6: H 0.828; C -0.185; H 0.048; H 0.506; C -0.306; C 0.435